# 1
ORCA calculation (ωB97M-V with the def2-TZVPD basis set) on a cluster of 2 separate species, C21H38BF8N3O5PS3 in total at a distorted geometry.

Last column: Mulliken charge in e.
Atoms and positions in Å:
C -4.418 2.038 -1.828  -0.96
C -3.369 1.380 -1.049  -0.40
P -1.854 0.533 -1.946  1.26
S -2.858 1.099 -3.846  -0.43
C -2.943 -1.069 -1.993  -0.97
N -4.070 -1.068 -0.967  -0.54
C -0.814 2.165 -1.925  -1.22
C -1.267 3.216 -0.773  -0.37
C 0.002 4.239 -0.658  -0.76
S -0.392 5.815 0.230  -0.15
C 0.288 5.729 1.964  0.08
S -0.753 6.340 3.153  -0.25
N 1.592 5.155 2.278  0.01
C 2.703 5.820 1.537  -0.59
C 4.086 4.992 1.759  -0.48
O 4.034 4.131 2.928  -0.40
C 3.484 4.919 4.000  -0.45
C 1.942 5.368 3.729  -0.74
C -1.013 0.053 -0.304  -1.47
O -0.442 -1.294 -0.237  -0.12
C -0.078 -1.574 1.108  0.86
C 1.406 -1.485 1.674  -1.16
O -0.966 -1.950 1.914  -0.58
B -0.484 -0.248 -3.072  1.25
O -0.207 -1.682 -3.211  -0.67
N 0.386 0.633 -3.975  0.03
C 0.252 0.225 -5.401  -1.08
C 1.827 0.544 -3.588  -0.90
H -4.323 3.095 -2.228  0.23
H -5.352 1.402 -2.053  0.26
H -3.508 1.401 0.077  0.19
H -2.709 2.454 -4.071  0.16
H -3.435 -1.157 -3.025  0.50
H -2.362 -2.027 -1.807  0.16
H -4.711 -1.854 -1.175  0.29
H -3.641 -1.339 -0.061  0.22
H -0.845 2.750 -2.901  0.58
H 0.308 1.989 -1.708  0.04
H -2.142 3.868 -1.078  0.38
H -1.353 2.747 0.257  0.06
H 0.762 3.675 0.001  0.30
H 0.499 4.360 -1.671  0.46
H 2.491 5.886 0.425  0.40
H 2.842 6.853 2.032  0.33
H 4.263 4.347 0.829  0.33
H 4.945 5.755 1.842  0.29
H 4.116 5.879 4.097  0.25
H 3.603 4.364 4.986  0.30
H 1.920 6.486 4.007  0.41
H 1.251 4.742 4.379  0.46
H -1.817 0.098 0.525  0.51
H -0.193 0.775 0.056  0.28
H 1.659 -0.493 2.164  0.33
H 1.493 -2.287 2.489  0.34
H 2.155 -1.776 0.857  0.28
H -0.883 -1.991 -3.859  0.26
H -0.847 0.130 -5.672  0.26
H 0.779 0.951 -6.109  0.28
H 0.744 -0.794 -5.548  0.33
H 2.493 0.339 -4.483  0.36
H 2.130 1.582 -3.182  0.18
H 1.962 -0.178 -2.718  0.20
C 0.609 -5.188 1.258  -0.64
C -0.835 -5.515 0.818  0.93
C -1.862 -5.672 1.940  0.09
F -1.572 -6.688 2.779  -0.25
F -3.086 -5.952 1.420  -0.29
F -0.814 -6.611 0.019  -0.31
F -1.248 -4.485 0.029  -0.25
O 1.534 -6.287 1.333  -0.45
C 1.556 -7.048 2.520  0.76
C 1.137 -8.505 2.291  0.20
F -0.109 -8.591 1.780  -0.21
F 1.126 -9.189 3.462  -0.26
F 0.828 -6.433 3.468  -0.28
F 2.837 -7.019 2.957  -0.30
H 1.026 -4.552 0.472  0.46
H 0.640 -4.569 2.157  0.27
H -1.953 -4.751 2.524  0.27
H 1.821 -9.004 1.600  0.22

Forces on atoms 1 to 3 (eV/Å):
C 0.70 -1.21 1.44
C -1.49 2.33 -0.23
P 0.77 1.57 1.65

Summary:
Net charge: -1
LUMO energy, eV: 1.92
Gap between HOMO and LUMO, eV: 4.42
Highest occupied orbital energy, eV: -2.506

# 2
ORCA calculation (ωB97M-V with the def2-TZVPD basis set) on a cluster of 10 separate species, C21H38BN9O22 in total at a distorted geometry.

Last column: Mulliken charge in e.
Atoms and positions in Å:
C -1.094 -4.491 -1.417  -0.62
C -0.183 -3.225 -1.976  -0.08
O 0.813 -3.609 -2.989  -0.42
B 1.806 -2.499 -3.210  0.59
O 3.260 -2.749 -3.411  -0.53
C 1.254 -0.932 -3.213  0.23
C 0.745 -0.110 -4.545  -0.61
C 0.179 1.446 -4.327  -0.41
C 0.103 2.204 -2.875  0.34
C 0.660 1.399 -1.558  0.03
C 1.211 -0.130 -1.772  -0.30
C 0.693 2.060 -0.023  0.43
O 1.246 1.398 1.015  -0.70
C 0.046 3.592 0.118  0.21
C -0.469 4.342 -1.085  -0.45
C -0.493 3.727 -2.615  0.40
O -1.027 4.448 -3.611  -0.60
H -0.418 -5.333 -0.952  0.07
H -1.799 -4.871 -2.279  0.14
H -1.802 -4.047 -0.567  0.30
H -0.965 -2.412 -2.354  0.24
H 0.396 -2.745 -1.054  0.08
H 3.626 -3.181 -2.568  0.33
H 0.792 -0.629 -5.594  0.29
H -0.188 2.015 -5.300  0.29
H 1.593 -0.715 -0.819  0.26
H 0.009 4.065 1.200  0.35
H -0.915 5.430 -0.913  0.24
C 2.945 -6.905 -2.777  -0.62
N 2.455 -7.055 -1.380  0.87
O 1.686 -7.996 -1.148  -0.50
O 2.856 -6.225 -0.556  -0.50
H 2.514 -7.699 -3.390  0.31
H 2.624 -5.925 -3.135  0.15
H 4.034 -6.983 -2.754  0.29
C -2.093 3.736 3.795  -0.77
N -0.716 4.228 4.069  0.89
O -0.272 4.059 5.210  -0.50
O -0.121 4.770 3.131  -0.59
H -2.495 3.284 4.704  0.32
H -2.696 4.594 3.492  0.28
H -2.026 2.996 2.995  0.29
C 0.218 0.380 4.203  -0.71
N -1.270 0.395 4.212  0.99
O -1.834 0.070 5.263  -0.55
O -1.830 0.733 3.162  -0.56
H 0.573 0.066 5.187  0.34
H 0.536 -0.326 3.434  0.27
H 0.556 1.394 3.977  0.21
C -0.953 -3.611 6.843  -0.68
N 0.264 -2.988 6.255  0.80
O 1.276 -2.943 6.963  -0.51
O 0.167 -2.561 5.098  -0.44
H -0.724 -3.940 7.859  0.30
H -1.740 -2.855 6.850  0.27
H -1.224 -4.462 6.214  0.27
C -0.657 6.832 -5.742  -0.57
N 0.559 7.456 -6.330  0.85
O 1.572 7.501 -5.622  -0.51
O 0.463 7.882 -7.487  -0.53
H -0.429 6.503 -4.726  0.22
H -1.444 7.588 -5.735  0.28
H -0.928 5.982 -6.371  0.25
C 3.121 3.566 1.648  -0.33
N 4.337 4.190 1.060  0.89
O 5.349 4.235 1.769  -0.55
O 4.241 4.616 -0.097  -0.54
H 3.349 3.238 2.665  0.24
H 2.333 4.323 1.655  0.21
H 2.850 2.716 1.020  0.09
C -5.913 -5.359 -2.257  -0.72
N -4.536 -4.866 -1.983  0.82
O -4.091 -5.035 -0.842  -0.47
O -3.940 -4.325 -2.921  -0.49
H -6.314 -5.810 -1.348  0.31
H -6.515 -4.500 -2.560  0.28
H -5.845 -6.098 -3.057  0.28
C 0.119 8.937 0.023  -0.70
N -1.068 8.070 0.252  0.87
O -1.518 7.456 -0.723  -0.57
O -1.516 8.031 1.404  -0.49
H 0.404 8.875 -1.030  0.30
H -0.162 9.958 0.287  0.29
H 0.925 8.568 0.662  0.28
C 0.953 -7.390 2.056  -0.60
N -0.089 -7.868 3.005  0.85
O -0.415 -7.102 3.920  -0.51
O -0.551 -8.997 2.804  -0.52
H 1.267 -6.387 2.352  0.29
H 1.791 -8.088 2.110  0.26
H 0.509 -7.378 1.059  0.22

Forces on atoms 1 to 3 (eV/Å):
C 0.23 0.90 -0.14
C -1.55 0.30 1.78
O 2.11 3.05 0.52

Summary:
LUMO energy, eV: -2.26
Gap between HOMO and LUMO, eV: 7.07
Highest occupied orbital energy, eV: -9.336